(1)
Density functional theory data (wB97M-V/def2-TZVPD) for 7 unconnected molecules or ions with the total composition C49H95BN6O16.

The calculation puts the HOMO-LUMO gap at 4.999 eV. As for the total charge: -2.

XYZ file:
```
167
Properties=species:S:1:pos:R:3:lowdin_charge:R:1
O 0.40499 -24.79466 -0.49119 0.254
O 5.29897 -32.83855 -0.08639 0.007
O 4.43895 -26.39142 -0.42661 0.101
O 1.06671 -28.79160 -1.00775 -0.066
O 1.15176 -23.68153 1.36741 0.264
O 1.55781 -26.03096 1.41544 0.240
O -0.48939 -22.12448 1.47655 0.079
O 2.68113 -24.81297 -0.18658 0.234
O -0.46795 -27.54959 -1.75041 -0.056
O -5.43437 -24.73104 0.00097 -0.015
O -1.71408 -24.03911 -0.50181 0.105
O 2.62134 -27.95958 1.32131 0.109
O 1.07362 -28.18856 -3.02835 -0.069
O 3.97088 -28.10848 -3.90182 -0.022
O 4.15490 -26.80588 5.41922 0.001
O 1.39901 -20.40209 -5.51356 0.002
N 6.36166 -32.28471 -0.80617 -0.119
N -4.63744 -23.58978 0.38117 -0.082
N 4.51630 -27.48234 -5.04938 -0.053
N 0.56255 -28.16465 -1.92978 -0.710
N 5.40473 -26.29912 5.19904 -0.138
N 0.52992 -20.52028 -4.45176 -0.116
C 5.26219 -28.48917 -5.93853 -0.478
C 6.68299 -26.50386 -6.79778 -0.179
C -3.99549 -24.89764 2.26483 -0.006
C 7.59218 -26.46283 3.88780 -0.116
C 7.70554 -24.85782 4.02687 -0.173
C -1.23841 -19.30145 -5.67915 -0.067
C -1.31547 -21.63526 -5.58376 -0.055
C 4.56776 -23.91765 5.11281 -0.041
C -0.90318 -20.48558 -4.80292 -0.524
C 7.57364 -30.26204 -1.69970 -0.074
C 5.99306 -28.34471 4.11310 -0.043
C 7.19755 -34.58471 -1.42236 -0.017
C 8.61408 -32.55637 -1.93208 -0.173
C -4.65027 -23.52743 1.84362 -0.516
C 0.25770 -20.89076 -1.92954 -0.138
C -6.42982 -21.90655 -0.39404 -0.042
C -5.96863 -23.32665 2.46800 -0.067
C -4.21474 -21.01408 1.62215 -0.160
C 0.05882 -23.12285 0.98243 -0.391
C 2.48872 -26.80544 0.96425 -0.421
C -0.56789 -24.10058 0.00130 -0.357
C 4.10757 -25.31907 -3.96020 -0.024
C 6.46641 -30.80048 -0.69992 -0.472
C 5.32442 -24.93511 7.29705 -0.040
C 3.34877 -25.98051 -0.05664 -0.303
C -3.79373 -22.33700 2.39363 -0.102
C 6.77890 -30.37852 0.74343 -0.033
C 5.91245 -25.55704 -5.85698 -0.152
C 5.15888 -30.11675 -1.06660 -0.010
C 8.33451 -33.19200 0.45402 -0.045
C 7.03301 -24.47728 5.32002 -0.136
C 6.40309 -29.25668 -5.13157 -0.017
C 7.57230 -33.10247 -0.89923 -0.451
C -4.90501 -22.39218 -0.44067 -0.423
C 5.23018 -26.18337 -4.58774 -0.439
C 8.91205 -31.13109 -1.69583 -0.195
C 4.37470 -29.56094 -6.58758 -0.041
C 1.15207 -22.69202 -3.27690 0.001
C 5.74616 -27.71248 -7.12162 -0.165
C -4.48634 -22.74724 -1.93055 0.004
C 6.37846 -26.34443 -3.57161 -0.033
C 5.57348 -24.95156 5.74813 -0.435
C -1.68398 -20.21204 -3.47385 -0.111
C 5.49093 -26.35114 2.73413 -0.032
C -4.13439 -21.21349 0.10645 -0.151
C 2.35711 -20.51069 -2.89204 -0.050
C 6.10626 -26.86449 3.96686 -0.506
C 1.02090 -21.18004 -3.22018 -0.484
C -1.20701 -21.00188 -2.27883 -0.200
B 1.45028 -24.83141 0.53162 -0.940
H -2.29958 -19.15013 -5.87692 0.086
H 0.18987 -23.18937 -3.39907 0.089
H 6.77429 -29.28901 0.71100 0.089
H 3.89733 -30.22573 -5.86766 0.088
H 4.63923 -27.02635 2.65155 0.081
H 5.52717 -32.68894 0.83402 0.074
H -3.48020 -20.25015 1.87705 0.107
H 6.21378 -28.49015 -7.72548 0.104
H 4.32137 -27.48507 6.07692 0.101
H -0.71448 -19.35520 -6.63346 0.075
H 4.99047 -29.13624 -0.62124 0.088
H 7.09072 -28.57347 -4.63307 0.059
H 8.05086 -26.86223 2.98326 0.106
H 5.90158 -29.74263 -4.29466 0.049
H 6.26937 -28.74818 5.08723 0.085
H 6.02646 -30.88092 1.35132 0.082
H 9.64182 -30.85644 -2.45748 0.101
H 8.77634 -24.65424 4.03405 0.099
H 6.45394 -28.89643 3.29378 0.076
H 4.56892 -23.86909 4.02389 0.067
H -3.48653 -25.45017 1.47503 0.092
H 5.04436 -30.17060 -7.19419 0.074
H -2.76501 -22.65660 2.22723 0.093
H 4.96717 -27.29574 -7.76006 0.119
H -7.33787 -22.40479 -0.05449 0.066
H -4.54473 -20.30750 -0.33953 0.122
H -6.54844 -24.24290 2.35669 0.078
H 1.65940 -21.31011 -5.68467 0.091
H 6.72500 -24.91002 -5.52648 0.101
H 6.05708 -26.58910 1.83360 0.095
H 4.49555 -24.34053 -3.67735 0.084
H 2.32794 -19.42873 -2.76309 0.086
H 1.61430 -23.02159 -2.34640 0.091
H 7.68648 -30.80961 1.16601 0.056
H 7.31323 -26.25932 -4.12574 0.065
H 4.25618 -25.03871 7.48743 0.069
H -1.25930 -22.61224 -5.10371 0.091
H 6.41778 -25.60335 -2.77326 0.086
H -2.73210 -20.44472 -3.66201 0.109
H 6.80200 -35.00517 -0.49776 0.062
H -3.53476 -22.38106 -2.31589 0.050
H 4.54560 -22.88153 5.45054 0.075
H -5.20400 -20.77324 2.01132 0.084
H -3.40994 -24.65564 3.15177 0.078
H 7.65968 -26.81789 -6.42960 0.094
H -5.91053 -23.20911 3.55009 0.091
H 4.98399 -28.75617 4.13690 0.087
H 9.13898 -33.92706 0.47934 0.079
H -5.10860 -22.11815 -2.56707 0.055
H 4.90145 -30.13846 -2.12554 0.078
H 4.73515 -28.54370 -3.51701 0.032
H 7.68807 -24.38628 6.18646 0.105
H 8.32686 -32.56537 -2.98352 0.127
H -1.40083 -22.05800 -2.46628 0.095
H 7.78497 -29.20473 -1.53995 0.115
H 8.82738 -32.26900 0.75938 0.054
H -0.80138 -18.38180 -5.29010 0.084
H -1.80778 -20.77731 -1.39751 0.094
H 0.53134 -21.57675 -1.12791 0.109
H 5.75502 -25.81110 7.78213 0.070
H -6.17507 -24.75791 0.61109 0.059
H -2.28324 -21.53365 -6.07486 0.089
H 3.55356 -24.25012 5.33413 0.073
H 2.77026 -20.86702 -1.94841 0.085
H 5.67565 -24.07372 7.86516 0.072
H -4.71894 -23.77785 -2.19858 0.084
H 9.52995 -33.11463 -1.73813 0.113
H -3.89500 -22.12853 3.45871 0.110
H -3.05025 -21.31553 0.05816 0.101
H 6.55306 -34.89939 -2.24316 0.077
H 3.60302 -29.07751 -7.18666 0.088
H -6.47354 -22.40892 2.16643 0.069
H -0.64313 -21.78771 -6.42804 0.086
H 6.93315 -25.79165 -7.58408 0.096
H 7.65484 -33.38597 1.28379 0.078
H 6.23765 -27.30971 -3.08530 0.064
H 3.11865 -20.78902 -3.62051 0.073
H 3.83262 -25.90789 -3.08510 0.069
H 6.95814 -29.95967 -5.75272 0.083
H 4.32915 -30.65089 -0.60363 0.096
H -6.62413 -21.33019 -1.29856 0.064
H 7.07283 -30.26559 -2.66783 0.074
H -6.58591 -21.12458 0.34910 0.047
H 7.36027 -24.34477 3.12928 0.105
H 1.73512 -23.04923 -4.12575 0.076
H 8.27601 -26.81653 4.65939 0.104
H 0.35934 -19.95909 -1.37298 0.124
H 5.29145 -24.98362 -6.54520 0.110
H 3.21835 -25.28911 -4.58987 0.085
H 5.02035 -25.36904 2.68799 0.091
H -1.83053 -19.20893 -3.07335 0.117
H 9.43532 -30.87110 -0.77567 0.097
H 8.19737 -34.94390 -1.66612 0.060
H 6.98366 -23.43292 5.01180 0.097
H -4.66294 -25.67810 2.63019 0.066
```

(2)
Density functional theory data (wB97M-V/def2-TZVPD) for a molecular structure, C35H45BrF4N5O7PSV.

The calculation puts the HOMO-LUMO gap (alpha / beta) at 6.702 / 7.120 eV. Its spin multiplicity is 3. As for the total charge: +3. The value obtained for the energy above the lowest of the compared OMol25 structures with the same formula, charge and spin is 0.0000 eV.

XYZ file:
```
100
Properties=species:S:1:pos:R:3:mulliken_spin:R:1
Br -18.83673 -1.78680 -0.63998 -0.006
V -19.75691 0.04927 -2.46019 2.017
S -24.06961 6.14467 -6.24735 0.000
P -20.70450 -2.29736 -3.32389 0.027
F -19.12635 -4.08810 1.26604 0.000
F -21.99912 -6.83692 -1.23788 0.000
F -22.00314 -5.06444 -3.18178 0.001
F -20.60518 -6.35928 1.05089 0.000
O -23.63541 6.85189 -7.41632 0.000
O -21.55272 0.06581 -1.45689 -0.020
O -24.17457 6.78664 -4.97313 0.000
O -20.38425 6.00182 -4.97439 0.001
O -18.67841 1.12919 -1.37375 0.033
O -18.38839 5.20861 -4.68466 0.000
O -18.55910 -0.10569 -3.90439 -0.045
N -21.52969 3.64506 -4.21046 0.001
N -18.29893 3.13356 -0.33778 0.001
N -20.52574 1.80602 -3.52813 -0.111
N -19.59752 5.14872 -4.62968 0.000
N -16.56467 1.98984 -1.35636 0.003
C -20.74828 -3.62727 -5.83971 0.002
C -20.11792 -4.17760 -6.91991 0.001
C -17.39196 3.91774 0.50590 0.000
C -19.91068 -3.34411 -0.83685 0.007
C -20.62372 -3.54414 -2.03100 -0.041
C -24.81711 -1.96326 -3.03428 0.001
C -19.86335 -4.28488 0.18617 -0.005
C -19.98003 -3.08102 -4.81976 -0.014
C -22.79452 -1.38963 -4.96072 0.001
C -15.96120 0.75609 -1.79553 0.003
C -23.51539 -2.33169 -2.81041 0.006
C -16.69686 -0.44329 -5.42047 -0.001
C -15.83098 3.25353 -1.65726 0.000
C -18.73266 -4.21818 -7.01131 -0.001
C -20.16245 3.89936 -4.16803 0.000
C -25.59494 5.35909 -6.66991 0.000
C -21.29271 -5.73426 -1.08801 0.000
C -19.54497 2.76380 -3.79014 0.040
C -22.49502 -2.01743 -3.73412 0.003
C -18.57504 -3.24960 -4.81043 -0.006
C -26.70411 6.43790 -6.80689 0.000
C -21.70150 2.37591 -3.79701 0.055
C -25.09905 -1.28244 -4.22693 0.000
C -23.08260 1.82893 -3.68171 -0.015
C -18.14809 -0.13228 -5.10933 0.031
C -19.75719 3.47624 -0.27011 0.001
C -22.32127 0.71660 -0.45543 0.006
C -22.97972 4.69393 -5.99462 0.000
C -21.27922 -4.78402 -2.08887 -0.001
C -17.86571 2.06981 -1.04041 0.005
C -17.97443 -3.84815 -5.92569 0.000
C -24.14940 -1.05648 -5.19925 0.000
C -19.10638 0.17227 -6.24085 0.009
C -20.57535 -5.48208 0.08635 0.000
C -22.68628 4.53523 -4.51874 -0.001
H -19.30339 -0.61791 -6.96939 0.003
H -26.35583 7.21005 -7.47974 0.000
H -23.60294 4.19871 -4.01625 0.000
H -22.19693 -0.25003 -2.13231 -0.010
H -24.38040 -0.58229 -6.14206 0.000
H -23.07617 0.77620 -3.44568 0.013
H -22.39876 5.49842 -4.12956 0.000
H -22.33650 1.76939 -0.64232 0.000
H -16.28281 0.43557 -2.78605 -0.001
H -16.21464 -1.06224 -4.66558 0.000
H -17.99846 -2.94318 -3.96459 0.002
H -16.17257 -0.06553 -1.09120 0.000
H -23.23997 -2.81864 -1.87511 -0.001
H -18.49569 2.56734 -3.60419 -0.006
H -16.46631 3.39230 0.71476 0.000
H -23.33073 0.28170 -0.51849 0.001
H -15.19895 3.60639 -0.84017 0.000
H -17.84423 4.02983 1.50406 0.000
H -26.99940 6.88188 -5.86050 0.000
H -23.53370 3.89215 -6.47377 0.000
H -17.15476 4.89252 0.10314 0.000
H -20.24028 3.13904 -1.17368 0.004
H -27.57054 5.96986 -7.25273 0.000
H -14.89536 0.91443 -1.76839 0.000
H -19.84579 4.55729 -0.19501 0.000
H -18.77503 1.06074 -6.78581 0.002
H -15.17063 3.07978 -2.51047 0.000
H -22.00317 -1.22110 -5.69882 -0.001
H -20.08785 0.46759 -5.82862 0.001
H -23.54331 1.85000 -4.67170 0.001
H -18.25566 -4.60845 -7.86452 0.000
H -25.54773 -2.17468 -2.24726 0.000
H -22.13805 4.90113 -6.62974 0.000
H -20.18862 3.01384 0.57051 0.000
H -26.09787 -0.87500 -4.37962 0.000
H -21.83400 -3.61654 -5.80748 0.000
H -25.39030 4.84218 -7.58398 0.000
H -21.83464 0.50551 0.48367 -0.001
H -23.72318 2.37401 -2.99522 0.001
H -16.89806 -4.05781 -5.93731 0.000
H -25.78139 4.65310 -5.84882 0.000
H -16.67635 -0.99947 -6.35754 0.001
H -20.71351 -4.64321 -7.70320 0.000
H -16.11111 0.48454 -5.56083 0.003
H -16.52359 4.06727 -1.94882 0.000
```

(3)
Density functional theory data (wB97M-V/def2-TZVPD) for 3 unconnected molecules or ions with the total composition C23H47N2O6S.

The calculation puts the HOMO-LUMO gap at 6.906 eV. As for the total charge: +1. The value obtained for the energy above the lowest of the compared OMol25 structures with the same formula, charge and spin is 0.0000 eV.

XYZ file:
```
79
Properties=species:S:1:pos:R:3:lowdin_charge:R:1
S -0.74218 -1.12626 0.88038 1.209
O 6.71072 -4.73667 5.20731 -0.174
O -0.06745 -0.85488 2.29059 -0.294
O 1.55702 0.05168 0.42987 -0.193
O -3.95179 3.38991 -6.27696 -0.167
O 3.71635 -1.58615 3.63372 -0.197
O -3.79748 -0.49094 -3.87852 -0.219
N 3.69510 -3.97762 5.38586 -0.051
N -4.49794 0.36009 -6.63772 -0.049
C -3.43231 2.57563 -7.31600 -0.220
C -1.52190 2.17773 1.64137 -0.042
C -4.31534 1.38406 -7.66356 -0.192
C -5.12142 -0.60659 -3.39200 -0.118
C -3.29072 -0.35486 -6.25238 -0.219
C 2.90043 -1.74811 4.79132 -0.216
C 3.58754 -2.59832 5.83408 -0.216
C -2.46938 1.89789 -0.55240 -0.030
C 1.95942 1.44696 0.46211 -0.192
C 5.97232 -4.54175 6.39679 -0.225
C -3.55038 -1.25291 -5.06328 -0.210
C -3.62858 2.95078 -4.97852 -0.118
C -1.33311 3.52943 1.38361 -0.026
C 4.48656 -4.84400 6.25524 -0.197
C 3.21332 -2.21275 2.47406 -0.115
C 0.39742 -0.22626 -0.26563 -0.296
C -2.27598 3.24520 -0.80074 -0.011
C 6.79233 -3.62521 4.34066 -0.104
C -1.69437 4.08488 0.15523 -0.250
C -1.48760 5.54457 -0.12574 -0.034
C -2.08350 1.34867 0.66960 -0.307
C 2.78081 1.70011 1.72059 -0.028
C -2.25326 -0.11458 0.93270 -0.255
H -2.66009 2.44174 -4.95282 0.084
H 7.73639 -3.69781 3.80150 0.089
H -2.40222 6.00606 -0.49492 0.091
H -2.45955 0.31582 -5.98793 0.104
H 4.39142 -5.86266 5.87370 0.120
H 4.56144 -2.13793 6.05236 0.112
H -2.58019 3.66442 -1.75092 0.115
H 0.56134 -0.93126 -1.08216 0.119
H -4.89430 0.79296 -5.81426 0.070
H -5.85493 -0.17236 -4.07812 0.087
H 4.03510 -4.83480 7.25213 0.120
H -3.58679 3.82436 -4.32463 0.082
H -0.10231 0.66056 -0.65118 0.105
H 3.86148 -1.93194 1.64525 0.096
H 3.79450 2.01097 1.48668 0.087
H -1.16155 6.07354 0.76642 0.081
H 6.37986 -5.24758 7.12412 0.124
H 2.71464 -0.75339 5.20841 0.121
H -0.89913 4.15899 2.14995 0.120
H 5.98333 -3.61346 3.60224 0.071
H -3.36114 3.21280 -8.19978 0.125
H -2.66751 -1.87134 -4.88156 0.119
H -2.41047 2.26570 -7.06441 0.110
H 3.20038 -3.30439 2.55699 0.091
H -5.17056 -0.06534 -2.44697 0.077
H 2.31790 2.46082 2.34674 0.081
H -2.91492 1.26207 -1.30981 0.115
H -0.72691 5.68847 -0.89426 0.091
H -2.94272 -0.61364 0.25235 0.106
H -5.39055 -1.65163 -3.21214 0.090
H 2.54815 1.63950 -0.43399 0.131
H 2.19969 -1.86676 2.25782 0.051
H 6.77735 -2.68172 4.89440 0.088
H 2.99435 -2.57026 6.75264 0.127
H 0.60460 -0.14496 2.21327 0.077
H 6.15618 -3.53558 6.79379 0.112
H 1.93805 -2.19376 4.51738 0.120
H -4.39171 2.27617 -4.57762 0.072
H 1.06884 2.07113 0.44171 0.102
H -2.61820 -0.28074 1.94848 0.115
H -3.91231 0.90878 -8.56293 0.121
H -1.26175 1.77082 2.61199 0.121
H 4.10204 -3.98971 4.45903 0.073
H -5.30571 1.76363 -7.92250 0.122
H -2.96169 -0.97283 -7.09233 0.128
H 2.85034 0.78310 2.31058 0.071
H -4.39490 -1.91625 -5.26632 0.125
```